Density functional theory data (the ωB97M-V functional and the def2-TZVPD basis) for a 2-piece molecular cluster, C11H18O overall.

E_LUMO ... 0.79 eV
Orbital gap ... 0.33852 Eh
SMILES ... CCc1ccc(O)cc1.CCC
Strongest force on any atom ... 0.0593 Eh/bohr
Calculated total energy ... -13745.0545 eV

Last column: Löwdin charge in e.
Element x y z (Å)
C 1.170 2.423 -0.161  -0.193
C 2.500 3.280 -0.144  -0.107
C 1.403 1.004 -0.730  -0.245
C 1.673 0.696 -2.046  -0.051
C 1.292 -0.102 0.172  -0.038
C 1.596 -0.635 -2.505  -0.029
C 1.358 -1.402 -0.245  -0.021
C 1.492 -1.689 -1.609  -0.340
O 1.417 -3.001 -1.959  0.048
H 1.000 2.440 0.981  0.116
H 0.255 2.855 -0.557  0.095
H 2.649 4.083 0.578  0.060
H 1.743 1.490 -2.803  0.118
H 0.949 0.176 1.159  0.103
H 1.568 -0.936 -3.587  0.125
H 0.996 -2.249 0.314  0.116
H 1.448 -3.147 -2.910  0.105
H 2.757 3.646 -1.145  0.056
H 3.302 2.503 -0.036  0.082
C -3.704 -0.460 3.019  -0.319
C -4.203 -1.465 1.956  -0.127
C -3.892 1.025 2.800  -0.135
H -4.227 -0.742 3.968  0.098
H -2.661 -0.755 3.338  0.111
H -3.637 -1.227 1.047  0.071
H -3.076 1.644 2.432  0.061
H -4.775 1.351 2.265  0.065
H -5.281 -1.497 1.850  0.064
H -4.036 -2.513 2.029  0.046
H -4.079 1.518 3.763  0.065